No. 1
101
Properties=species:S:1:pos:R:3:lowdin_spin:R:1 method="wB97M-V/def2-TZVPD" e_homo_ev="-4.38 / -4.38" lumo_energy_ev="-1.60 / -1.60" spin_multiplicity=8 homo_lumo_gap_ha="0.1021 / 0.1024" e_above_lowest_kj_mol=0.0
Eu -12.00142 -8.52436 10.66359 7.025
C -16.69281 -4.13384 12.12651 0.000
C -17.26859 -5.23060 11.41952 0.000
C -16.50094 -6.39514 11.42530 0.000
C -15.21250 -6.45034 12.14204 0.000
N -14.75989 -5.41919 12.83382 0.000
C -15.51999 -4.31607 12.85412 0.000
N -14.36620 -7.52611 11.94224 -0.003
C -14.29249 -8.61610 12.68147 0.001
N -13.36620 -9.56936 12.34442 -0.012
C -13.17059 -10.40059 13.48885 0.001
N -12.09650 -11.09094 13.78954 0.000
C -10.88091 -10.97864 13.17410 0.000
C -9.83504 -11.69327 13.86899 0.000
C -8.51548 -11.58241 13.34519 0.001
C -8.34030 -10.94347 12.08225 0.000
C -9.44046 -10.30514 11.54976 0.001
N -10.67443 -10.25985 12.06239 -0.007
C -14.31074 -10.12928 14.39991 0.000
C -14.71515 -10.66922 15.64669 0.000
C -15.72095 -10.00918 16.41153 0.000
C -16.48315 -8.99553 15.76271 0.000
C -16.16262 -8.59670 14.45119 0.000
C -15.03112 -9.07661 13.85852 0.000
H -17.20556 -3.15837 12.17674 0.000
H -18.13546 -5.14445 10.72390 0.000
H -16.78795 -7.25314 10.78997 0.000
H -15.07658 -3.50676 13.39219 0.000
H -10.10563 -12.39804 14.69275 0.000
H -7.66095 -11.91118 13.95007 0.000
H -7.38450 -10.83262 11.56986 0.000
H -9.24110 -9.77362 10.62143 0.000
H -14.14932 -11.52456 15.99462 0.000
H -16.01110 -10.43160 17.39702 0.000
H -17.34618 -8.60529 16.27064 0.000
H -16.80587 -7.84724 13.95429 0.000
Cl -16.04453 -6.35456 7.22922 0.000
C -14.68093 -7.47276 7.02210 0.001
Cl -14.34959 -8.14907 8.75776 0.001
H -13.83378 -6.96314 6.60459 0.000
H -14.89833 -8.37495 6.44156 0.000
C -11.31317 -6.20759 13.08047 -0.002
C -11.33083 -6.65490 14.37606 -0.001
C -10.23210 -7.44963 14.95699 -0.001
C -10.23890 -7.84001 16.27555 0.000
C -11.37671 -7.62433 17.06351 -0.001
C -12.47405 -6.96153 16.55864 0.000
C -12.50879 -6.55276 15.23484 -0.001
C -11.42704 -8.16235 18.38945 0.000
N -11.60984 -8.73043 19.38786 -0.001
H -10.43079 -6.14931 12.38805 0.001
H -12.18218 -5.60721 12.77355 0.000
H -9.50501 -7.90723 14.25735 0.000
H -9.37935 -8.30963 16.73504 0.000
H -13.36698 -7.09096 17.23336 0.000
H -13.40056 -6.24389 14.71889 0.000
C -10.05112 -13.43448 6.38173 0.000
O -10.69736 -12.45484 7.22461 0.000
C -10.63465 -12.79359 8.53506 0.000
C -9.52204 -13.38878 9.20134 0.000
C -9.65662 -13.68792 10.58564 0.000
C -10.81054 -13.46421 11.31242 0.000
C -11.94760 -12.98509 10.63835 0.000
C -11.83057 -12.57487 9.29726 0.000
N -12.94026 -11.84141 8.80198 0.002
C -13.19204 -11.07502 7.74212 0.002
C -12.28019 -10.38148 6.98366 0.000
C -12.43207 -10.26627 5.57592 0.001
C -11.45895 -9.66501 4.77807 0.000
C -10.43605 -8.96731 5.46242 0.001
C -10.10506 -9.24739 6.75628 0.000
C -11.06113 -9.81435 7.63171 0.001
O -10.85407 -9.70171 8.89163 -0.009
H -10.32779 -14.47367 6.53164 0.000
H -8.98761 -13.39529 6.53979 0.000
H -10.18354 -13.11834 5.36332 0.000
H -8.56130 -13.55021 8.69488 0.000
H -8.74848 -14.04507 11.11056 0.000
H -10.98784 -13.70720 12.33052 0.000
H -12.94248 -12.89048 11.15446 0.000
H -13.73215 -12.10547 9.37256 0.000
H -14.23555 -11.10137 7.33447 0.000
H -13.26917 -10.82623 5.14646 0.000
H -11.47261 -9.71256 3.68027 0.000
H -9.88396 -8.19112 4.96636 0.000
H -9.11977 -8.98902 7.14458 0.000
C -7.94632 -5.24508 7.37562 0.000
C -9.14689 -5.32490 8.20743 0.001
C -10.21659 -4.42992 8.36022 0.000
C -11.22886 -4.95430 9.22322 0.001
N -10.82195 -6.22179 9.57804 -0.004
N -9.56553 -6.37076 9.04530 0.001
C -12.43390 -4.31568 9.82293 0.001
H -7.14481 -6.01510 7.57860 0.000
H -7.50757 -4.24939 7.52755 0.000
H -8.21709 -5.38356 6.31299 0.000
H -10.38746 -3.46484 7.89324 0.000
H -9.03350 -7.23071 9.11481 0.000
H -12.69771 -3.38744 9.27541 0.000
H -12.41447 -4.09520 10.87552 0.000
H -13.29972 -5.05372 9.74097 0.000

=====

No. 2
101
Properties=species:S:1:pos:R:3:lowdin_charge:R:1 method="wB97M-V/def2-TZVPD" charge=-2 e_homo_ev=-3.45 lumo_energy_ev=4.00 spin_multiplicity=1 homo_lumo_gap_ha=0.2738 e_above_lowest_kj_mol=8.5
Sc 0.30333 -0.16509 0.77930 0.627
C -7.77175 1.84225 -1.07621 -0.064
C -6.56291 0.96854 -0.85960 -0.285
C -6.69156 -0.34209 -0.41433 -0.051
C -5.56867 -1.13197 -0.19976 -0.052
C -4.30873 -0.61421 -0.43570 -0.250
C -4.16599 0.68863 -0.88608 -0.044
C -5.28582 1.47348 -1.09544 -0.044
S -2.83056 -1.63405 -0.23190 0.554
O -3.34026 -2.86584 0.36375 -0.350
O -2.29950 -1.77064 -1.57584 -0.316
N -1.84713 -0.81201 0.67072 -0.262
C -2.43547 -0.59236 2.00467 -0.181
C -1.35926 -0.44751 3.09413 -0.649
O -1.72396 -0.21083 4.24193 0.005
O -0.15850 -0.63141 2.69369 -0.169
H -8.69340 1.26767 -0.98242 0.065
H -7.74286 2.29975 -2.06697 0.073
H -7.80057 2.65163 -0.34298 0.074
H -7.68056 -0.75082 -0.23609 0.100
H -5.64667 -2.15468 0.14603 0.105
H -3.16892 1.07119 -1.06565 0.093
H -5.17557 2.49406 -1.44778 0.110
H -3.07135 -1.43475 2.29082 0.110
H -3.05194 0.31514 2.01567 0.120
C -0.48598 5.06486 -3.46968 0.015
C -0.97562 3.64292 -3.19486 -0.593
C -2.11762 3.25581 -4.12723 0.020
O -1.40607 3.57252 -1.84883 -0.030
C -0.69792 2.52918 -1.16974 -0.135
C 0.54970 2.38727 -2.04517 -0.134
O 0.06383 2.71465 -3.35013 -0.014
C 1.31859 1.01498 -2.07049 -0.366
O 1.04141 0.24835 -0.95709 -0.257
C 2.80626 1.39343 -2.17554 -0.143
C 3.23009 2.33085 -3.11965 -0.046
C 4.55547 2.73069 -3.17362 -0.098
C 5.48421 2.19231 -2.29104 -0.119
C 5.07175 1.24627 -1.36664 -0.081
C 3.74151 0.84259 -1.31483 -0.027
C 0.86062 0.22800 -3.31676 -0.107
C 1.72748 -0.22700 -4.30588 -0.025
C 1.26621 -1.03124 -5.34068 -0.104
C -0.06836 -1.39689 -5.40262 -0.113
C -0.93555 -0.97103 -4.40579 -0.076
C -0.47170 -0.17187 -3.37644 -0.026
C -0.44087 2.85016 0.33361 -0.399
O -0.20162 1.68310 0.99985 -0.201
C -1.66053 3.49520 1.02853 -0.103
C -2.93999 3.60468 0.49666 -0.025
C -3.98109 4.13915 1.24794 -0.092
C -3.76347 4.57378 2.54413 -0.116
C -2.49739 4.43589 3.09919 -0.085
C -1.46728 3.89303 2.35294 -0.010
C 0.74543 3.82452 0.44765 -0.146
C 1.97099 3.36360 0.91721 0.000
C 3.04889 4.22883 1.03680 -0.071
C 2.91356 5.56657 0.69325 -0.114
C 1.69372 6.03180 0.22054 -0.098
C 0.61481 5.16771 0.10373 -0.038
H -1.29305 5.77005 -3.26579 0.085
H -0.16796 5.15406 -4.50892 0.083
H 0.35428 5.29022 -2.81196 0.079
H -2.94450 3.95547 -4.00005 0.083
H -2.44907 2.24585 -3.88425 0.086
H -1.77417 3.27576 -5.16182 0.086
H -1.27856 1.59879 -1.17076 0.128
H 1.24883 3.16890 -1.73671 0.144
H 2.50987 2.75058 -3.81372 0.119
H 4.86684 3.47087 -3.90272 0.089
H 6.51883 2.51579 -2.32379 0.085
H 5.77785 0.81143 -0.66857 0.098
H 3.42570 0.11902 -0.57372 0.015
H 2.77478 0.04019 -4.27076 0.106
H 1.96332 -1.39358 -6.08589 0.091
H -0.41819 -2.03205 -6.20851 0.087
H -1.97437 -1.27937 -4.40454 0.100
H -1.15138 0.10701 -2.58324 0.094
H -3.13657 3.28995 -0.51589 0.084
H -4.97144 4.21250 0.81143 0.089
H -4.57423 5.00764 3.11811 0.087
H -2.31863 4.74769 4.12152 0.094
H -0.49080 3.74950 2.79876 0.129
H 2.06345 2.31748 1.18108 0.100
H 3.99639 3.85157 1.40231 0.101
H 3.75410 6.24376 0.79414 0.086
H 1.58397 7.07563 -0.05318 0.090
H -0.34036 5.52886 -0.26080 0.119
N 2.94896 -4.53748 -3.95401 0.134
C 2.21542 -4.15195 -3.15462 -0.196
C 1.29414 -3.83830 -2.11047 -0.197
C 0.22527 -4.71378 -1.89486 -0.018
C -0.55500 -4.53313 -0.77991 -0.042
C -0.26465 -3.46975 0.06602 -0.125
N 0.69392 -2.58143 -0.17209 0.048
C 1.46311 -2.76070 -1.24071 -0.062
H 0.05147 -5.53034 -2.58374 0.115
H -1.39313 -5.17812 -0.55969 0.110
H -0.82120 -3.33652 0.98222 0.112
H 2.27229 -2.05238 -1.36831 0.116
Cl 2.54454 -0.74600 1.52222 0.005

=====

No. 3
95
Properties=species:S:1:pos:R:3:lowdin_charge:R:1 method="wB97M-V/def2-TZVPD" charge=+1 e_homo_ev=-10.11 lumo_energy_ev=-2.54 spin_multiplicity=1 homo_lumo_gap_ha=0.2780
Pd 0.10656 -0.10462 0.53928 0.458
O -2.42763 1.02145 3.10718 -0.421
S -1.16074 0.42561 2.64340 0.892
C -0.92735 -1.09022 3.58795 -0.359
C -1.38964 -1.10392 4.89521 -0.074
C -1.25430 -2.26021 5.64922 -0.040
C -0.69223 -3.39587 5.08229 -0.045
C -0.31480 -3.39845 3.74636 -0.070
C -0.44298 -2.24692 2.97596 -0.345
P -0.30052 -2.27462 1.15694 1.010
C 0.73856 -3.69428 0.76119 -0.376
C 0.32572 -4.66506 -0.14647 -0.080
C 1.19678 -5.68139 -0.51505 -0.065
C 2.47450 -5.73336 0.02283 -0.064
C 2.88419 -4.77370 0.94048 -0.061
C 2.02201 -3.75374 1.30841 -0.113
C -1.98972 -2.68959 0.63904 -0.348
C -2.97053 -3.14588 1.51575 -0.058
C -4.25013 -3.40463 1.04563 -0.060
C -4.55329 -3.21541 -0.29494 -0.064
C -3.57949 -2.75576 -1.17159 -0.062
C -2.30452 -2.48178 -0.70431 -0.106
C 0.15740 1.51906 3.26793 -0.323
C 0.42188 1.60529 4.62570 -0.047
C 1.25350 2.60798 5.10273 -0.045
C 1.79012 3.54089 4.23013 -0.046
C 1.52674 3.45305 2.87073 -0.075
C 0.72469 2.43326 2.37147 -0.329
P 0.37624 2.19784 0.59827 1.019
C 1.63889 3.05063 -0.36839 -0.363
C 2.98151 3.05129 0.00474 -0.110
C 3.94201 3.56866 -0.85307 -0.062
C 3.57032 4.07929 -2.08823 -0.066
C 2.23364 4.07523 -2.46783 -0.070
C 1.26969 3.56176 -1.61437 -0.091
C -1.15086 3.14905 0.34520 -0.354
C -1.16914 4.51964 0.60650 -0.076
C -2.34298 5.23644 0.45601 -0.064
C -3.50370 4.58731 0.04729 -0.063
C -3.48891 3.22619 -0.21062 -0.060
C -2.31209 2.50254 -0.06226 -0.112
H -1.87604 -0.22639 5.30113 0.119
H -1.59661 -2.27524 6.67540 0.117
H -0.58761 -4.29932 5.66835 0.116
H 0.04992 -4.31050 3.29030 0.115
H -0.67164 -4.62936 -0.56510 0.104
H 0.87325 -6.43514 -1.22061 0.111
H 3.15122 -6.52637 -0.26636 0.111
H 3.87775 -4.81823 1.36665 0.112
H 2.34534 -3.00406 2.02216 0.113
H -2.74485 -3.29926 2.56294 0.105
H -5.01056 -3.75376 1.73138 0.111
H -5.55293 -3.41861 -0.65607 0.110
H -3.81729 -2.59629 -2.21520 0.110
H -1.55068 -2.08278 -1.37288 0.085
H -0.00593 0.89492 5.31662 0.100
H 1.47307 2.65966 6.16072 0.116
H 2.41937 4.33641 4.60678 0.116
H 1.95618 4.17779 2.19066 0.106
H 3.28299 2.64059 0.96086 0.108
H 4.98218 3.56849 -0.55528 0.112
H 4.32244 4.48244 -2.75335 0.111
H 1.94073 4.47569 -3.42986 0.111
H 0.22903 3.55064 -1.91393 0.102
H -0.26454 5.02493 0.92585 0.111
H -2.35648 6.29878 0.66050 0.109
H -4.42223 5.14846 -0.06518 0.110
H -4.39423 2.72231 -0.52290 0.112
H -2.29250 1.44330 -0.27904 0.077
C -0.83866 0.37299 -5.46591 -0.039
N -1.15432 0.81838 -4.12246 -0.167
C -1.73557 2.13920 -3.97570 -0.021
C -0.84468 0.07738 -3.04956 -0.321
O -1.05453 0.40775 -1.88732 -0.067
H -1.72746 0.42896 -6.09585 0.094
H -0.48875 -0.65690 -5.44440 0.086
H -0.05729 0.99415 -5.90989 0.094
H -2.66173 2.20520 -4.54841 0.097
H -1.04302 2.89901 -4.34685 0.094
H -1.94706 2.32006 -2.92490 0.070
H -0.37614 -0.88270 -3.31016 0.127
F 2.29780 -1.40330 -5.73979 0.057
C 2.23407 -1.18477 -4.40958 -0.305
C 2.38784 0.10145 -3.93357 -0.004
C 2.30600 0.31391 -2.56530 -0.030
C 2.07267 -0.73511 -1.67269 -0.290
C 2.02007 -0.46229 -0.20952 -0.181
C 1.94180 -2.02033 -2.19743 -0.032
C 2.01736 -2.25397 -3.56544 -0.004
H 2.58304 0.91155 -4.62436 0.124
H 2.44228 1.31522 -2.17536 0.088
H 2.62099 0.41162 0.03438 0.032
H 2.40742 -1.29865 0.36928 0.029
H 1.80078 -2.85845 -1.52696 0.094
H 1.92835 -3.25251 -3.97349 0.123

=====

Number 1: largest force on an atom 0.089 Eh/bohr, calculated total energy -110243.215 eV. Number 2: largest force on an atom 0.035 Eh/bohr, calculated total energy -113285.171 eV. Number 3: largest force on an atom 0.011 Eh/bohr, calculated total energy -89558.592 eV.